[1]
The following is a DFT calculation (the ωB97M-V functional and the def2-TZVPD basis) of a 2-piece molecular cluster, C37H32BF11N2O3S overall in a non-equilibrium geometry.

- Kohn-Sham gap (eV) = 4.106
- E_LUMO (eV) = -2.702
- charge = 0
- HOMO energy (Ha) = -0.25020

Element x y z (Å)
C: -5.799 1.544 -1.517
C: -4.729 1.004 -0.635
C: -4.108 -0.229 -0.659
C: -3.147 -0.386 0.416
C: -3.050 0.719 1.222
B: -2.170 1.206 2.581
C: -0.797 1.528 1.767
C: -0.461 2.836 1.439
C: 0.428 3.090 0.388
C: 0.577 4.487 -0.142
F: 1.185 4.529 -1.363
F: -0.646 5.086 -0.286
F: 1.325 5.288 0.678
C: 1.136 2.061 -0.213
C: 0.830 0.759 0.181
C: 1.415 -0.374 -0.599
F: 1.427 -1.555 0.112
F: 0.700 -0.623 -1.747
F: 2.703 -0.144 -0.980
C: -0.083 0.491 1.189
O: -2.822 2.402 3.108
C: -3.824 1.938 4.020
C: -3.630 0.403 4.119
O: -2.370 0.110 3.490
S: -4.092 1.986 0.648
H: -6.114 0.793 -2.249
H: -6.663 1.834 -0.909
H: -5.465 2.443 -2.052
H: -4.299 -1.014 -1.408
H: -2.540 -1.276 0.543
H: -0.933 3.661 1.964
H: 1.860 2.243 -0.993
H: -0.275 -0.535 1.477
H: -3.663 2.387 5.019
H: -4.830 2.219 3.660
H: -3.578 0.077 5.167
H: -4.451 -0.128 3.584
C: 5.941 -4.386 5.007
N: 4.913 -3.963 4.089
C: 5.170 -3.836 2.752
O: 6.259 -3.955 2.193
C: 3.853 -3.459 2.070
C: 3.368 -4.570 1.146
C: 4.373 -4.928 0.097
C: 5.086 -6.125 0.118
F: 4.902 -6.976 1.162
C: 6.021 -6.453 -0.865
F: 6.711 -7.607 -0.797
C: 6.250 -5.560 -1.916
F: 7.118 -5.884 -2.899
C: 5.567 -4.351 -1.958
F: 5.772 -3.481 -2.971
C: 4.670 -4.039 -0.936
F: 4.096 -2.808 -0.922
N: 2.966 -3.248 3.218
C: 1.731 -2.761 3.012
C: 0.697 -2.798 3.930
C: -0.608 -2.306 3.752
C: -1.519 -2.391 4.879
C: -2.908 -2.655 4.796
C: -3.692 -2.823 5.932
C: -3.120 -2.729 7.210
C: -1.740 -2.553 7.333
C: -0.979 -2.326 6.197
C: 3.523 -3.751 4.493
C: 2.862 -5.079 4.919
C: 3.431 -2.709 5.621
H: 6.903 -4.357 4.492
H: 5.959 -3.710 5.865
H: 5.748 -5.401 5.372
H: 3.975 -2.533 1.480
H: 3.156 -5.448 1.769
H: 2.433 -4.228 0.680
H: 1.574 -2.341 2.018
H: 0.962 -3.313 4.863
H: -0.937 -2.064 2.743
H: -3.357 -2.709 3.800
H: -4.761 -3.013 5.825
H: -3.743 -2.778 8.107
H: -1.235 -2.576 8.305
H: 0.076 -2.082 6.305
H: 3.081 -5.870 4.188
H: 3.237 -5.381 5.908
H: 1.775 -4.971 4.979
H: 4.014 -1.816 5.356
H: 2.395 -2.397 5.776
H: 3.809 -3.130 6.563

List of Mulliken charges in e, atom by atom:
1. C -1.243
2. C 0.523
3. C -0.737
4. C -0.848
5. C 0.386
6. B 0.708
7. C -0.495
8. C -1.347
9. C 0.468
10. C 0.773
11. F -0.290
12. F -0.247
13. F -0.271
14. C -1.021
15. C 0.382
16. C 0.846
17. F -0.337
18. F -0.283
19. F -0.308
20. C 0.133
21. O -0.705
22. C -0.627
23. C -0.494
24. O 0.286
25. S -0.255
26. H 0.356
27. H 0.263
28. H 0.271
29. H 0.292
30. H 0.383
31. H 0.477
32. H 0.569
33. H 0.202
34. H 0.323
35. H 0.257
36. H 0.273
37. H 0.224
38. C -1.015
39. N 0.313
40. C 0.050
41. O -0.685
42. C -0.050
43. C -0.919
44. C -0.267
45. C 0.394
46. F -0.357
47. C 0.128
48. F -0.284
49. C 0.699
50. F -0.288
51. C -0.160
52. F -0.284
53. C 0.459
54. F -0.118
55. N 0.517
56. C 0.407
57. C 0.237
58. C -0.871
59. C 0.900
60. C -0.514
61. C -0.534
62. C -0.374
63. C -0.669
64. C -0.431
65. C -0.056
66. C -1.383
67. C -1.220
68. H 0.387
69. H 0.295
70. H 0.332
71. H 0.461
72. H 0.495
73. H 0.510
74. H 0.599
75. H 0.178
76. H 0.172
77. H 0.273
78. H 0.390
79. H 0.398
80. H 0.385
81. H 0.438
82. H 0.357
83. H 0.457
84. H 0.348
85. H 0.391
86. H 0.147
87. H 0.476



[2]
The following is a DFT calculation (the ωB97M-V functional and the def2-TZVPD basis) of C35H33GeIrN3OS2 as an isolated structure in a non-equilibrium geometry.

- Kohn-Sham gap (spin up / spin down) (eV) = 4.101 / 4.443
- E_LUMO (spin up / spin down) (eV) = -8.624 / -8.406
- ΔE to the lowest compared entry with this formula, charge and spin (kJ/mol) = 334.7
- charge = +2
- 2S+1 = 2
- HOMO energy (spin up / spin down) (Ha) = -0.46760 / -0.47218

Element x y z (Å)
Ir: -0.225 -1.435 0.658
N: 1.864 1.726 0.135
C: 3.217 1.816 0.576
C: 3.802 3.065 0.679
C: 5.107 3.181 1.135
C: 5.813 2.048 1.504
C: 5.219 0.797 1.415
C: 3.923 0.673 0.939
S: 3.269 -0.963 0.726
N: 1.631 -0.591 0.435
C: 1.158 0.608 0.155
C: -1.276 0.887 1.098
C: -2.274 1.971 0.921
C: -3.571 1.772 1.277
C: -4.016 0.503 1.689
C: -3.123 -0.591 1.646
N: -1.857 -0.440 1.393
H: 1.408 2.566 -0.198
H: 3.234 3.946 0.403
H: 5.565 4.158 1.205
H: 6.829 2.132 1.862
H: 5.774 -0.088 1.699
H: -1.919 2.937 0.586
H: -4.280 2.587 1.215
H: -5.047 0.326 1.953
H: -3.485 -1.602 1.795
O: 0.230 -2.841 2.144
S: 0.278 -2.557 3.667
C: -0.540 -3.959 4.450
C: 0.281 -4.181 5.712
C: 1.749 -4.188 5.270
C: 1.931 -3.098 4.201
H: -0.453 -4.787 3.743
H: -1.587 -3.716 4.618
H: -0.007 -5.116 6.190
H: 0.095 -3.381 6.432
H: 2.006 -5.158 4.847
H: 2.414 -4.012 6.112
H: 2.412 -3.450 3.288
H: 2.458 -2.215 4.557
C: -0.310 0.438 -0.041
Ge: -0.961 0.584 -1.971
C: -2.720 -0.254 -1.926
C: -2.751 -1.647 -2.055
C: -3.946 -2.346 -1.964
C: -5.136 -1.660 -1.760
C: -5.124 -0.278 -1.655
C: -3.924 0.419 -1.731
C: -0.765 2.486 -2.328
C: -1.816 3.404 -2.324
C: -1.577 4.756 -2.533
C: -0.285 5.213 -2.745
C: 0.772 4.312 -2.765
C: 0.532 2.959 -2.561
C: 0.313 -0.446 -3.016
C: 0.767 0.048 -4.239
C: 1.649 -0.692 -5.016
C: 2.087 -1.934 -4.582
C: 1.633 -2.447 -3.374
C: 0.750 -1.707 -2.605
H: -0.651 1.152 1.968
H: -1.840 -2.196 -2.267
H: -3.952 -3.422 -2.079
H: -6.072 -2.200 -1.708
H: -6.052 0.264 -1.525
H: -3.949 1.496 -1.640
H: -2.836 3.077 -2.181
H: -2.405 5.452 -2.539
H: -0.103 6.266 -2.913
H: 1.778 4.658 -2.964
H: 1.363 2.264 -2.622
H: 0.430 1.013 -4.599
H: 1.991 -0.297 -5.963
H: 2.775 -2.507 -5.188
H: 1.958 -3.424 -3.042
H: 0.367 -2.128 -1.676

List of Mulliken charges in e, atom by atom:
1. Ir 2.561
2. N 0.211
3. C 0.338
4. C -0.562
5. C -0.657
6. C -0.737
7. C -0.655
8. C 0.529
9. S -0.112
10. N -0.685
11. C -1.684
12. C -0.083
13. C -0.673
14. C -0.503
15. C -0.469
16. C -0.189
17. N -0.703
18. H 0.223
19. H 0.435
20. H 0.425
21. H 0.411
22. H 0.419
23. H 0.572
24. H 0.477
25. H 0.471
26. H 0.575
27. O -0.642
28. S 0.384
29. C -0.672
30. C -0.627
31. C -0.689
32. C -0.486
33. H 0.338
34. H 0.438
35. H 0.355
36. H 0.322
37. H 0.320
38. H 0.320
39. H 0.292
40. H 0.444
41. C 0.212
42. Ge 2.283
43. C 0.619
44. C -0.300
45. C -0.913
46. C -0.531
47. C -0.994
48. C -0.262
49. C 0.970
50. C -0.347
51. C -0.825
52. C -0.633
53. C -0.859
54. C -0.887
55. C 0.274
56. C -0.524
57. C -0.765
58. C -0.619
59. C -1.121
60. C -0.058
61. H 0.606
62. H 0.356
63. H 0.486
64. H 0.446
65. H 0.475
66. H 0.312
67. H 0.371
68. H 0.473
69. H 0.416
70. H 0.502
71. H 0.714
72. H 0.437
73. H 0.445
74. H 0.424
75. H 0.457
76. H 0.328



Which of these has the highest charge? C35H33GeIrN3OS2